Here is a structure of composition C29H29MnN7O3S from the OMol25 dataset. Energies are from the ωB97M-V functional and the def2-TZVPD basis.

Last column: Löwdin spin population.
Positions of all 70 atoms, in Å:
Mn: 0.47 0.42 0.16  3.196
N: -1.75 3.73 1.85  -0.006
C: -1.26 2.56 1.47  -0.006
S: -0.14 2.58 0.09  -0.051
N: -1.63 1.46 2.07  -0.003
N: -1.03 0.36 1.57  -0.024
C: -1.57 -0.79 1.78  0.015
C: -0.92 -1.94 1.15  0.005
C: -1.48 -3.20 1.15  0.001
C: -0.84 -4.22 0.45  0.005
C: 0.33 -3.93 -0.23  0.002
C: 0.82 -2.63 -0.21  0.007
N: 0.21 -1.66 0.47  0.007
H: -1.51 4.57 1.35  -0.001
H: -2.45 3.78 2.57  -0.001
H: -2.52 -0.90 2.30  0.000
H: -2.40 -3.38 1.68  0.000
H: -1.25 -5.21 0.44  0.000
H: 0.86 -4.69 -0.79  0.000
H: 1.70 -2.35 -0.76  0.000
C: 7.87 -0.63 0.11  0.000
O: 6.59 -0.09 -0.22  0.001
C: 6.23 1.06 0.39  0.001
C: 6.92 1.68 1.43  0.000
C: 6.46 2.87 1.97  0.001
C: 5.31 3.48 1.47  0.000
C: 4.63 2.88 0.43  0.001
C: 5.07 1.67 -0.09  0.001
N: 4.38 1.06 -1.18  0.008
C: 3.08 0.78 -1.24  0.006
N: 2.53 0.60 -2.45  0.015
C: 1.20 0.25 -2.71  0.004
C: 0.20 0.19 -1.76  -0.159
C: -1.11 -0.13 -2.11  0.003
C: -1.40 -0.40 -3.42  -0.008
C: -0.41 -0.35 -4.40  0.024
C: 0.88 -0.02 -4.06  -0.006
O: 1.93 0.09 -4.91  -0.005
C: 1.67 -0.10 -6.30  -0.001
N: 2.30 0.71 -0.17  -0.025
C: 2.73 0.42 1.15  0.002
C: 2.42 1.28 2.21  0.000
C: 2.76 0.94 3.50  0.000
C: 3.44 -0.24 3.74  -0.006
C: 3.77 -1.11 2.70  0.001
C: 3.41 -0.79 1.40  -0.003
O: 3.68 -1.55 0.32  -0.002
C: 4.48 -2.72 0.51  0.000
H: 8.01 -1.50 -0.53  0.000
H: 7.91 -0.94 1.16  0.000
H: 8.66 0.09 -0.08  0.000
H: 7.83 1.23 1.82  0.000
H: 7.02 3.33 2.77  0.000
H: 4.98 4.42 1.88  0.000
H: 3.75 3.34 0.00  0.000
H: 4.96 0.75 -1.96  0.000
H: 3.09 0.78 -3.27  0.001
H: -1.90 -0.14 -1.36  0.000
H: -2.42 -0.66 -3.71  -0.002
H: -0.67 -0.56 -5.43  0.001
H: 2.62 0.06 -6.80  0.000
H: 0.95 0.63 -6.66  0.000
H: 1.32 -1.11 -6.50  0.000
H: 1.94 2.22 1.98  0.000
H: 2.52 1.61 4.32  0.000
H: 3.72 -0.51 4.76  0.000
H: 4.30 -2.02 2.92  0.000
H: 4.64 -3.14 -0.48  0.000
H: 3.96 -3.45 1.14  0.000
H: 5.44 -2.46 0.95  0.000

Calculated values
E_tot: -89258.6940 eV
Multiplicity: 4
Net charge: +2